Entry from OMol25: a 22-piece molecular cluster, C9H65ClN5O22 overall (ωB97M-V with the def2-TZVPD basis set).

The geometry in ORCA input format:
```
! wB97M-V def2-TZVPD RIJCOSX def2/J DEFGRID3
* xyz 1 1
H 8.24 5.12 -2.58
H 6.57 -0.57 3.62
H 1.22 0.79 -0.94
H 3.49 1.74 2.24
N 0.92 -0.05 2.34
H 0.44 -9.16 4.18
H -1.21 1.52 6.24
O -0.02 0.29 5.03
O -1.68 -3.50 1.51
O -0.58 -6.31 2.62
C -0.39 0.58 -4.90
H 0.14 -6.85 2.30
H 4.54 1.66 3.34
H -2.64 2.03 6.37
H -1.87 0.88 -3.30
H 3.13 -2.55 -0.10
H 6.79 4.27 -0.53
O 3.26 3.74 -2.51
O -4.46 -4.48 1.75
H -5.78 4.86 0.64
H 4.70 2.71 -0.06
O -0.29 -8.61 4.49
C -0.42 -0.64 -2.68
H 0.65 -0.62 -2.71
H -0.38 -2.10 -5.99
H 0.85 -1.90 -0.99
H 0.56 -2.40 -7.15
H 6.93 3.18 0.53
C 1.20 0.67 1.15
H -0.24 1.41 -2.98
O 7.37 5.50 -2.44
Cl -0.80 -2.14 -3.58
O 7.08 3.36 -0.41
H -3.62 -4.87 1.49
H -3.48 -3.81 -1.14
H 2.33 -0.36 -0.32
O 4.16 1.16 2.61
H -4.26 -4.04 2.58
H -2.00 -1.72 0.19
O 5.13 5.91 -0.73
H -3.76 0.31 -6.05
H -0.52 -9.00 5.34
N -0.89 -0.72 -1.23
H 4.14 6.40 2.66
C 0.34 -1.13 -0.44
H -0.81 -6.70 3.47
H -0.04 1.22 4.77
H 2.85 4.61 -2.55
H 2.74 -2.14 1.32
H -5.13 1.09 0.42
C -1.88 -1.81 -0.88
N -3.60 -0.93 -2.58
H -7.62 0.75 -1.35
H -3.38 -3.34 -2.75
O 4.74 6.97 2.16
H -1.48 0.43 0.40
H -0.02 0.23 2.63
H -1.14 0.13 -5.53
H 1.51 0.36 3.05
H -3.52 -0.77 -5.01
O -6.18 4.32 -0.04
C -3.35 -1.79 -1.44
H 4.81 6.56 1.30
C -1.43 0.56 -0.68
H -6.82 4.90 -0.47
H 4.54 5.31 -0.25
H 3.16 3.47 -1.59
H -6.21 0.18 -1.39
O 4.15 3.29 0.51
O -0.13 -1.79 -6.86
H 0.08 -1.59 0.50
H -4.85 2.40 -0.29
H -4.31 -1.38 -3.15
O 1.36 1.86 1.20
H -0.47 -3.58 5.18
H 7.54 6.35 -2.03
H -3.90 -0.60 0.11
H -4.00 -0.04 -2.29
H 5.50 -0.45 2.55
H -2.44 0.78 -1.00
C 1.32 0.02 -0.18
H -1.24 -4.35 1.67
N -3.76 -3.13 -1.83
N -4.29 -1.40 -0.37
H -1.34 -2.94 2.22
H -0.28 -2.15 4.67
O -0.36 -3.07 4.37
O -1.73 2.30 6.47
O -4.43 1.56 -0.04
H 0.70 0.24 5.66
H -1.47 -2.79 -1.02
H -4.41 -2.17 0.29
O -6.69 1.01 -1.28
H 3.47 2.70 0.85
O 2.69 -2.87 0.70
H 5.21 5.50 -1.60
C -0.83 0.61 -3.43
O -3.42 -0.58 -5.94
H 0.55 0.06 -4.97
H -0.19 1.61 -5.18
H -0.81 1.42 -0.87
O 6.17 -1.05 2.90
*
```

Results
**Highest occupied orbital energy**: -12.4 eV

Löwdin population analysis, charges in e, atoms 1 to 99: atom 1 (H): 0.06, atom 2 (H): 0.03, atom 3 (H): 0.12, atom 4 (H): 0.00, atom 5 (N): 0.14, atom 6 (H): 0.05, atom 7 (H): -0.02, atom 8 (O): -0.05, atom 9 (O): -0.06, atom 10 (O): -0.05, atom 11 (C): -0.09, atom 12 (H): 0.04, atom 13 (H): 0.07, atom 14 (H): 0.04, atom 15 (H): 0.10, atom 16 (H): 0.04, atom 17 (H): 0.00, atom 18 (O): -0.05, atom 19 (O): -0.06, atom 20 (H): 0.04, atom 21 (H): 0.06, atom 22 (O): -0.05, atom 23 (C): -0.56, atom 24 (H): 0.10, atom 25 (H): -0.05, atom 26 (H): 0.12, atom 27 (H): 0.04, atom 28 (H): 0.03, atom 29 (C): -0.50, atom 30 (H): 0.11, atom 31 (O): -0.05, atom 32 (Cl): 0.81, atom 33 (O): -0.06, atom 34 (H): 0.01, atom 35 (H): 0.09, atom 36 (H): 0.13, atom 37 (O): -0.04, atom 38 (H): 0.03, atom 39 (H): 0.09, atom 40 (O): -0.06, atom 41 (H): 0.05, atom 42 (H): 0.05, atom 43 (N): -0.20, atom 44 (H): 0.03, atom 45 (C): -0.12, atom 46 (H): 0.02, atom 47 (H): 0.05, atom 48 (H): 0.05, atom 49 (H): 0.03, atom 50 (H): 0.04, atom 51 (C): -0.10, atom 52 (N): 0.09, atom 53 (H): 0.05, atom 54 (H): 0.07, atom 55 (O): -0.05, atom 56 (H): 0.12, atom 57 (H): 0.09, atom 58 (H): 0.04, atom 59 (H): 0.08, atom 60 (H): -0.01, atom 61 (O): -0.05, atom 62 (C): -0.63, atom 63 (H): -0.01, atom 64 (C): 0.02, atom 65 (H): 0.05, atom 66 (H): 0.00, atom 67 (H): 0.00, atom 68 (H): 0.01, atom 69 (O): -0.04, atom 70 (O): -0.07, atom 71 (H): 0.11, atom 72 (H): 0.02, atom 73 (H): 0.09, atom 74 (O): 0.10, atom 75 (H): 0.05, atom 76 (H): 0.05, atom 77 (H): 0.05, atom 78 (H): 0.07, atom 79 (H): -0.02, atom 80 (H): 0.07, atom 81 (C): -0.07, atom 82 (H): 0.03, atom 83 (N): 0.10, atom 84 (N): 0.10, atom 85 (H): 0.03, atom 86 (H): 0.01, atom 87 (O): -0.05, atom 88 (O): -0.05, atom 89 (O): -0.08, atom 90 (H): 0.08, atom 91 (H): 0.10, atom 92 (H): 0.08, atom 93 (O): -0.06, atom 94 (H): -0.01, atom 95 (O): -0.03, atom 96 (H): 0.03, atom 97 (C): -0.25, atom 98 (O): -0.05, atom 99 (H): 0.08

=====

Entry from OMol25: one molecule with the formula C9H6BrF3 (ωB97M-V with the def2-TZVPD basis set).

The geometry in ORCA input format:
```
! wB97M-V def2-TZVPD RIJCOSX def2/J DEFGRID3
* xyz 0 1
H -1.36 1.28 2.67
Br 2.92 1.50 -0.10
C -1.95 0.75 -1.16
C -0.62 0.64 2.23
F 1.89 -0.79 1.84
C -1.25 -0.29 -1.78
C -0.60 0.45 0.88
H -2.18 1.90 0.61
H 0.09 0.17 2.90
C 1.58 -1.00 0.54
C 2.66 -0.35 -0.34
F 2.61 -0.69 -1.63
H -2.75 1.25 -1.69
C -1.64 1.11 0.12
F 1.65 -2.35 0.36
H 0.41 -1.62 -1.66
H -1.54 -0.63 -2.76
C 0.25 -0.46 0.12
C -0.16 -0.85 -1.15
*
```

Results
**ΔE to the lowest compared entry with this formula, charge and spin**: 2.241 eV
**Highest occupied orbital energy (alpha / beta)**: -7.7 / -8.9 eV

Okay, here come the Löwdin numbers, in e, for every atom: atom 1 (H): 0.07, atom 2 (Br): 0.82, atom 3 (C): -0.08, atom 4 (C): 0.11, atom 5 (F): 0.08, atom 6 (C): -0.06, atom 7 (C): -0.24, atom 8 (H): 0.11, atom 9 (H): 0.06, atom 10 (C): -0.56, atom 11 (C): -0.57, atom 12 (F): 0.00, atom 13 (H): 0.11, atom 14 (C): -0.04, atom 15 (F): 0.10, atom 16 (H): 0.12, atom 17 (H): 0.10, atom 18 (C): -0.10, atom 19 (C): -0.04

=====

Entry from OMol25: C9H6Cl2FeIrN2O4 as an isolated structure (ωB97M-V with the def2-TZVPD basis set).

The geometry in ORCA input format:
```
! wB97M-V def2-TZVPD RIJCOSX def2/J DEFGRID3
* xyz 4 10
H 2.27 0.87 1.37
H 2.36 3.25 5.40
Cl -0.24 1.81 -4.46
C 1.54 1.61 1.77
C -0.39 -0.87 -0.21
N 1.73 4.02 5.33
O -0.01 5.18 4.57
C 0.60 -0.97 -7.18
Cl 0.51 -0.46 -2.68
C 1.63 2.34 2.96
H -1.51 2.36 0.68
H 2.58 2.22 3.51
Ir 0.35 0.70 -0.72
Fe 0.04 0.50 -6.08
N 0.43 1.72 0.99
C 0.59 3.22 3.30
C 0.73 4.19 4.42
H 1.78 4.61 6.14
O -0.77 -1.92 0.15
O -0.46 1.55 -8.78
O 0.78 -1.52 -8.19
C -0.66 2.48 1.35
C -0.41 1.42 -7.61
C -0.58 3.26 2.51
H -1.43 3.93 2.68
*
```

Results
**<S²>**: 24.7978
**ΔE to the lowest compared entry with this formula, charge and spin**: 1.315 eV
**Highest occupied orbital energy (alpha / beta)**: -21.0 / -23.2 eV

Okay, here come the Löwdin numbers, in e, for every atom: atom 1 (H): 0.15, atom 2 (H): 0.15, atom 3 (Cl): 0.30, atom 4 (C): -0.04, atom 5 (C): -0.40, atom 6 (N): 0.32, atom 7 (O): 0.43, atom 8 (C): 0.03, atom 9 (Cl): 0.21, atom 10 (C): 0.08, atom 11 (H): 0.14, atom 12 (H): 0.16, atom 13 (Ir): 1.25, atom 14 (Fe): 0.60, atom 15 (N): -0.23, atom 16 (C): -0.05, atom 17 (C): -0.26, atom 18 (H): 0.17, atom 19 (O): 0.22, atom 20 (O): 0.28, atom 21 (O): 0.28, atom 22 (C): -0.03, atom 23 (C): -0.02, atom 24 (C): 0.09, atom 25 (H): 0.16

=====

Entry from OMol25: one molecule with the formula C9H6N4 (ωB97M-V with the def2-TZVPD basis set).

The geometry in ORCA input format:
```
! wB97M-V def2-TZVPD RIJCOSX def2/J DEFGRID3
* xyz 0 1
N 1.37 0.70 -0.87
C -0.29 2.72 1.38
N -0.88 3.64 0.96
C -0.19 0.20 1.73
N -0.53 -0.55 2.67
H 1.94 2.46 -0.35
H -2.72 -1.22 -2.09
C -0.77 -0.38 -1.43
C 0.60 -0.43 -1.18
C -1.02 -2.62 -1.40
C -1.65 -1.43 -1.52
H 1.27 1.45 2.47
C 0.71 1.49 1.36
H -1.48 -3.68 -1.77
H -1.21 0.73 -1.70
N 0.27 -2.89 -0.92
C 1.04 -1.67 -0.53
C 1.34 1.43 0.09
H 1.97 -1.97 -0.31
*
```

Results
**ΔE to the lowest compared entry with this formula, charge and spin**: 7.884 eV
**Structure (SMILES)**: N#CC(C#N)/C=N\c1cccnc1
**Highest occupied orbital energy**: -9.2 eV

Okay, here come the Löwdin numbers, in e, for every atom: atom 1 (N): 0.10, atom 2 (C): -0.15, atom 3 (N): 0.16, atom 4 (C): -0.13, atom 5 (N): 0.14, atom 6 (H): 0.19, atom 7 (H): 0.17, atom 8 (C): -0.10, atom 9 (C): -0.24, atom 10 (C): -0.20, atom 11 (C): -0.12, atom 12 (H): 0.22, atom 13 (C): -0.21, atom 14 (H): 0.15, atom 15 (H): 0.17, atom 16 (N): 0.06, atom 17 (C): 0.01, atom 18 (C): -0.25, atom 19 (H): 0.05

=====

Values of F_max, in order: 1.5 1.1 11.9 8.9, all in eV Å⁻¹.